Formula: C8H14N3O2
Source: the OMol25 dataset
Level of theory: ωB97M-V/def2-TZVPD

Geometry as XYZ:
```
27
Properties=species:S:1:pos:R:3:forces:R:3:lowdin_charge:R:1
O 5.31966 -0.48464 1.68567 -1.0071 0.3114 -2.9439 0.130
O 3.38873 -0.10524 0.60815 -1.2249 0.2319 -0.3176 0.074
N 4.02875 0.18953 -1.42996 0.3836 -0.3768 -0.9948 0.059
N 5.09165 -0.13645 -0.72567 -0.7567 -0.1748 3.1424 0.145
N 3.02483 0.19833 -0.71437 -0.5019 0.1776 0.1050 0.059
C -1.39028 1.32818 -1.17101 -0.1623 -3.2409 -1.1612 -0.129
C -1.65167 1.47876 0.27256 1.5791 -0.7139 2.4204 -0.206
C 0.64241 -1.70958 1.06658 -0.2759 -2.7433 2.5434 -0.077
C 0.20559 1.05124 -1.42998 -1.0603 3.8619 -0.2467 -0.108
C 0.15370 -0.37211 0.57492 0.1392 1.4618 3.4301 -0.282
C 4.69735 -0.28523 0.65055 2.7805 -0.4560 1.8724 -0.477
C 0.41990 -0.17906 -0.79860 0.0490 2.3809 1.3516 0.026
C -1.38424 0.14544 1.00294 2.5732 2.0170 -2.0706 -0.045
H -1.82995 0.34851 -1.61728 -0.2223 1.9116 0.8571 0.159
H -1.83437 2.17391 -1.61717 0.3344 0.9180 -1.5512 0.112
H -0.11439 -2.52289 1.20984 -0.2151 1.0635 -0.2160 0.099
H 0.77006 -0.98002 -1.32729 0.5923 -2.1525 -1.6050 0.117
H -1.00417 2.23462 0.79234 -0.3600 -0.2540 -0.8947 0.143
H -2.64854 1.81829 0.48181 -0.7287 -0.0997 -0.1058 0.126
H 1.29505 -2.25854 0.39475 0.5557 0.5657 -0.2877 0.073
H -1.42143 0.24781 2.02843 0.2681 0.1166 2.2263 0.098
H 1.13984 -1.75630 2.11062 -0.6081 0.7213 -1.7907 0.127
H 0.73253 0.44981 1.24760 -1.0232 -1.4587 -1.9581 0.222
H -2.12399 -0.48596 0.72072 -1.8593 -2.5992 -1.0030 0.084
H 0.53681 1.20280 -2.47562 -0.3416 -0.4380 0.6853 0.144
H 6.02064 -0.31855 -1.03359 0.4089 0.1875 -0.8097 0.169
H 0.47586 1.95534 -0.80461 0.6834 -1.2189 -0.6775 0.159
```
Forces are in eV/Å.

## Properties
Energy in Ha: -627.55583
E_HOMO in eV: -14.05
Energy above the lowest of the compared OMol25 structures with the same formula, charge and spin in kJ/mol: 518.48
Charge: +1